(P)
# C3H3O2P

A single C3H3O2P molecule (ωB97M-V/def2-TZVPD, OMol25).

Values from the calculation:
SMILES	COC#P=C=O
E_LUMO	-0.1044	eV

Geometry as ORCA input:
```
! RIJCOSX wB97M-V def2-TZVPD def2/J DEFGRID3
* xyz 0 1
C 2.089 0.018 -0.009
O 0.650 0.047 -0.424
C -0.128 -0.127 0.577
P -1.823 -0.367 -0.316
C -3.372 -0.011 0.184
O -4.449 0.375 0.024
H 2.581 0.275 -0.882
H 2.446 -0.984 0.149
H 2.005 0.774 0.698
*
```


(Q)
# C3H3O2P

A single C3H3O2P molecule (ωB97M-V/def2-TZVPD, OMol25).

Values from the calculation:
SMILES	C#CC(=O)OP
E_LUMO	0.3763	eV

Geometry as ORCA input:
```
! RIJCOSX wB97M-V def2-TZVPD def2/J DEFGRID3
* xyz 0 1
C -2.523 0.511 0.252
C -1.540 -0.054 -0.063
C -0.223 -0.613 -0.184
O 0.136 -1.748 -0.377
O 0.600 0.393 0.181
P 2.190 -0.199 0.307
H -3.311 1.097 0.583
H 2.416 1.125 0.461
H 2.254 -0.510 -1.160
*
```


In terms of stability, (Q) leads; the second structure lies 55.1 kcal/mol higher.


(P)
# C2H3IO2

A molecular structure, C2H3IO2 (ωB97M-V/def2-TZVPD, OMol25).

Values from the calculation:
E_LUMO	0.3473	eV

Geometry as ORCA input:
```
! RIJCOSX wB97M-V def2-TZVPD def2/J DEFGRID3
* xyz 0 1
C 0.077 0.502 -0.911
C 0.027 -0.248 0.943
O 1.020 -0.391 -0.354
O -0.642 0.749 0.279
I -1.028 -2.077 1.200
H 0.540 1.400 -1.328
H -0.556 0.031 -1.673
H 0.562 0.033 1.845
*
```


(Q)
# C2H3IO2

2 unconnected molecules or ions with the total composition C2H3IO2 (ωB97M-V/def2-TZVPD, OMol25).

Values from the calculation:
SMILES	O=CI.C=O
E_LUMO	0.2153	eV

Geometry as ORCA input:
```
! RIJCOSX wB97M-V def2-TZVPD def2/J DEFGRID3
* xyz 0 1
O 1.275 1.211 -0.754
C 1.533 0.141 -0.287
I 2.425 -0.259 1.556
H 1.338 -0.720 -0.938
C -1.621 -0.078 0.053
O -0.638 -0.380 0.716
H -2.568 0.101 0.644
H -1.744 -0.017 -0.991
*
```


In terms of stability, (Q) leads; the second structure lies 9.8 kcal/mol higher.


(P)
# C4H6N3

A gas-phase ion, C4H6N3 (charge +1) (ωB97M-V/def2-TZVPD, OMol25).

Values from the calculation:
SMILES	C=N/C=C\[N+]#CN
E_LUMO (alpha / beta)	-4.6137 / -4.6134	eV

Geometry as ORCA input:
```
! RIJCOSX wB97M-V def2-TZVPD def2/J DEFGRID3
* xyz 1 1
C -0.881 -1.643 0.048
N -1.269 -0.551 -0.428
C -1.749 0.629 -0.010
C -0.882 1.649 0.186
N 0.401 1.186 -0.003
C 1.327 0.422 -0.254
N 2.478 -0.152 -0.114
H -0.547 -2.420 -0.623
H -0.762 -1.736 1.125
H -2.858 0.649 0.136
H -1.160 2.757 0.212
H 2.962 -0.340 -0.964
H 2.938 -0.451 0.691
*
```


(Q)
# C4H6N3

A gas-phase ion, C4H6N3 (charge +1) (ωB97M-V/def2-TZVPD, OMol25).

Values from the calculation:
SMILES	C=N/C=C\[N+]#CN
E_LUMO	-5.2373	eV

Geometry as ORCA input:
```
! RIJCOSX wB97M-V def2-TZVPD def2/J DEFGRID3
* xyz 1 1
C -0.442 -1.392 0.142
N -1.351 -0.698 -0.322
C -2.050 0.330 -0.048
C -1.384 1.550 -0.079
N -0.102 1.511 0.001
C 0.778 0.674 -0.094
N 2.040 0.307 -0.248
H 0.069 -1.997 -0.519
H -0.176 -1.477 1.262
H -3.084 0.486 -0.017
H -1.632 2.587 -0.041
H 2.611 0.653 -1.076
H 2.458 -0.550 0.198
*
```


(R)
# C4H6N3

A gas-phase ion, C4H6N3 (charge +1) (ωB97M-V/def2-TZVPD, OMol25).

Values from the calculation:
SMILES	c1c2n([NH+]3CC3)n1-2
E_LUMO (alpha / beta)	-4.6127 / -4.6132	eV

Geometry as ORCA input:
```
! RIJCOSX wB97M-V def2-TZVPD def2/J DEFGRID3
* xyz 1 1
C 0.790 -0.398 -2.579
C 1.099 -0.887 -1.391
N 0.741 0.397 -0.679
N 0.082 0.680 0.617
C -1.190 0.096 1.056
C 0.176 -0.279 1.679
N -0.138 0.288 -1.792
H 0.644 -0.628 -3.704
H 0.554 1.635 0.778
H -1.710 -0.574 0.312
H -1.915 0.742 1.534
H 0.289 0.046 2.783
H 0.578 -1.119 1.387
*
```


(S)
# C4H6N3

2 unconnected molecules or ions with the total composition C4H6N3 (ωB97M-V/def2-TZVPD, OMol25).

Values from the calculation:
E_LUMO (alpha / beta)	-5.5200 / -5.5195	eV

Geometry as ORCA input:
```
! RIJCOSX wB97M-V def2-TZVPD def2/J DEFGRID3
* xyz 1 1
C -2.295 -0.526 -0.095
C 1.787 2.110 0.166
C 1.634 -2.267 -0.203
C -0.204 0.863 0.190
N -1.248 0.354 0.086
N 0.772 1.467 -0.266
N 1.319 -1.174 -0.330
H -2.390 -1.217 0.765
H -2.251 -1.029 -0.990
H 1.779 2.550 1.263
H 2.587 2.358 -0.475
H -3.296 -0.157 -0.072
H 1.807 -3.332 -0.041
*
```


In terms of stability, (P) leads; the second structure lies 11.1 kcal/mol higher.


(P)
# C7H20O5

6 unconnected molecules or ions with the total composition C7H20O5 (ωB97M-V/def2-TZVPD, OMol25).

Values from the calculation:
SMILES	C=C/C=C/C(=C)C.O.O.O.O.O
E_LUMO	0.2899	eV

Geometry as ORCA input:
```
! RIJCOSX wB97M-V def2-TZVPD def2/J DEFGRID3
* xyz 0 1
C -2.125 1.796 -2.198
C -1.323 2.629 -1.531
C -0.970 2.333 -0.118
C -0.512 1.114 0.164
C 0.025 0.688 1.486
C 0.986 1.405 2.078
C -0.655 -0.419 2.268
H -2.321 1.693 -3.266
H -2.619 0.934 -1.760
H -0.927 3.501 -2.039
H -1.255 3.160 0.528
H -0.520 0.336 -0.585
H 1.541 2.151 1.516
H 1.410 1.130 3.025
H -0.880 -0.339 3.319
H -1.534 -0.795 1.731
H -0.063 -1.327 2.338
O 1.834 -1.031 3.232
H 2.005 -1.842 2.704
H 2.515 -0.579 2.730
O -0.275 -3.439 0.836
H 0.369 -3.027 0.239
H -0.998 -2.860 1.014
O 1.919 -1.742 0.315
H 2.597 -2.032 -0.298
H 1.191 -1.421 -0.233
O 1.065 0.567 -3.013
H 0.370 1.151 -2.666
H 1.563 1.144 -3.599
O -0.858 -1.874 -2.487
H -0.566 -0.966 -2.321
H -0.989 -2.039 -3.411
*
```


(Q)
# C7H20O5

6 unconnected molecules or ions with the total composition C7H20O5 (ωB97M-V/def2-TZVPD, OMol25).

Values from the calculation:
SMILES	C=C/C=C/C=C/C.O.O.O.O.O
E_LUMO	-0.0436	eV

Geometry as ORCA input:
```
! RIJCOSX wB97M-V def2-TZVPD def2/J DEFGRID3
* xyz 0 1
C -3.285 1.118 0.938
C -2.776 -0.030 0.440
C -1.347 -0.274 0.283
C -0.632 -1.294 0.694
C 0.776 -1.284 0.298
C 1.650 -2.309 0.389
C 2.876 -2.242 -0.405
H -2.910 1.952 1.558
H -4.336 1.409 0.769
H -3.515 -0.704 -0.092
H -0.877 0.604 -0.046
H -1.102 -2.338 0.964
H 0.919 -0.599 -0.627
H 1.480 -3.146 1.105
H 2.905 -1.317 -1.128
H 3.730 -2.179 0.251
H 3.017 -3.085 -1.014
O -0.069 1.939 -2.560
H -1.091 1.910 -2.585
H 0.181 1.302 -3.269
O 1.039 1.844 -0.182
H 0.522 1.799 -1.011
H 1.497 2.633 -0.332
O -1.554 1.406 3.851
H -1.042 1.558 3.138
H -1.687 0.440 3.854
O 0.667 1.622 2.428
H 1.225 0.997 2.746
H 0.934 1.635 1.540
O 0.654 -1.329 -4.004
H 0.990 -0.808 -3.240
H 1.163 -1.229 -4.750
*
```


In terms of stability, (P) leads; the second structure lies 12.5 kcal/mol higher.